# C51H110N2O12S2

A cluster of 11 separate species, C51H110N2O12S2 in total (the ωB97M-V functional and the def2-TZVPD basis, OMol25).

Results
* SMILES string: CCCCCCCCN(CCCCCCCC)C(=S)SCCCc1cc(C)c2c(c1CC)C(=O)NC2=O.CCO.CCO.CCO.CCO.CCO.CCO.CCO.CCO.CCO.CCO
* HOMO-LUMO gap: 0.275 Ha
* HOMO: -7.99 eV

Each atom is followed by the atoms it is bonded to, with distances in Å.
Positions of all 177 atoms, in Å:
1 C -1.6618 1.3310 1.4597  C2 1.585, H38 1.112, H39 1.141, H40 1.124
2 C -1.6273 1.1577 -0.1151  C1 1.585, C3 1.584, H41 1.126, H42 1.116
3 C -1.4483 2.4944 -0.9451  C2 1.584, C4 1.574, H43 1.127, H44 1.127
4 C -0.7186 3.6639 -0.1850  C3 1.574, C5 1.573, H45 1.118, H46 1.130
5 C 0.7068 3.3079 0.3757  C4 1.573, C6 1.568, H47 1.128, H48 1.118
6 C 1.6199 2.5050 -0.6150  C5 1.568, C7 1.602, H49 1.115, H50 1.114
7 C 2.7327 1.6481 0.1559  C6 1.602, C8 1.585, H51 1.123, H52 1.124
8 C 4.2030 2.1739 -0.1167  C7 1.585, N9 1.488, H53 1.115, H54 1.127
9 N 5.1716 1.1347 -0.5596  C8 1.488, C10 1.479, C18 1.415
10 C 5.2458 -0.0050 0.3806  N9 1.479, C11 1.589, H55 1.119, H56 1.118
11 C 6.7380 -0.3744 0.7840  C10 1.589, C12 1.575, H57 1.124, H58 1.115
12 C 6.8432 -1.0220 2.2156  C11 1.575, C13 1.577, H59 1.124, H60 1.128
13 C 5.7344 -2.0991 2.5276  C12 1.577, C14 1.579, H61 1.118, H62 1.123
14 C 6.2654 -3.3808 3.2823  C13 1.579, C15 1.576, H63 1.124, H64 1.119
15 C 5.3679 -4.6396 2.9757  C14 1.576, C16 1.573, H65 1.125, H66 1.123
16 C 3.8319 -4.3354 2.8260  C15 1.573, C17 1.597, H67 1.124, H68 1.118
17 C 3.1411 -3.8829 4.1925  C16 1.597, H69 1.117, H70 1.119, H71 1.121
18 C 4.9953 0.7390 -1.9069  N9 1.415, S19 1.670, S20 1.832
19 S 5.9670 -0.4720 -2.5213  C18 1.670
20 S 3.7365 1.4619 -3.0240  C18 1.832, C21 1.854
21 C 2.8015 -0.0244 -3.6205  S20 1.854, C22 1.572, H72 1.122, H73 1.115
22 C 1.2564 0.2413 -3.7360  C21 1.572, C23 1.575, H74 1.125, H75 1.119
23 C 0.3699 -0.6282 -2.7669  C22 1.575, C24 1.568, H76 1.125, H77 1.119
24 C 0.7442 -2.1504 -2.8210  C23 1.568, C25 1.467, C30 1.462
25 C 0.8896 -2.7182 -4.1659  C24 1.467, C26 1.449, H78 1.115
26 C 1.2745 -4.1059 -4.3244  C25 1.449, C27 1.556, C28 1.444
27 C 1.4768 -4.7428 -5.7298  C26 1.556, H79 1.114, H80 1.118, H81 1.123
28 C 1.4827 -4.8756 -3.1205  C26 1.444, C29 1.462, C36 1.543
29 C 1.3384 -4.3119 -1.7792  C28 1.462, C30 1.466, C33 1.546
30 C 0.9578 -2.9086 -1.5890  C24 1.462, C29 1.466, C31 1.553
31 C 0.8070 -2.3374 -0.1533  C30 1.553, C32 1.603, H82 1.117, H83 1.116
32 C -0.3528 -3.1627 0.5847  C31 1.603, H84 1.127, H85 1.118, H86 1.113
33 C 1.6783 -5.4015 -0.7364  C29 1.546, O34 1.197, N35 1.441
34 O 1.6601 -5.4055 0.4600  C33 1.197
35 N 2.1213 -6.5277 -1.5179  C33 1.441, C36 1.435, H87 1.023
36 C 1.9120 -6.3453 -2.9256  C28 1.543, N35 1.435, O37 1.200
37 O 2.0814 -7.1853 -3.7653  C36 1.200
38 H -1.9643 2.3392 1.8188  C1 1.112
39 H -2.3726 0.5306 1.8536  C1 1.141
40 H -0.6475 1.0220 1.8332  C1 1.124
41 H -2.6324 0.7409 -0.4062  C2 1.126
42 H -0.8493 0.3958 -0.3583  C2 1.116
43 H -2.4771 2.8742 -1.2063  C3 1.127
44 H -0.9793 2.2532 -1.9406  C3 1.127
45 H -1.4248 4.0799 0.5761  C4 1.118
46 H -0.5723 4.4899 -0.9420  C4 1.130
47 H 1.2250 4.2893 0.5765  C5 1.128
48 H 0.5872 2.8254 1.3774  C5 1.118
49 H 2.1803 3.2397 -1.2391  C6 1.115
50 H 1.0805 1.7941 -1.2810  C6 1.114
51 H 2.6456 0.5804 -0.1795  C7 1.123
52 H 2.5609 1.6881 1.2659  C7 1.124
53 H 4.2695 3.0230 -0.8357  C8 1.115
54 H 4.5919 2.5621 0.8667  C8 1.127
55 H 4.7223 0.2451 1.3369  C10 1.119
56 H 4.7824 -0.9452 -0.0085  C10 1.118
57 H 7.3481 0.5686 0.8125  C11 1.124
58 H 7.1919 -1.0780 0.0473  C11 1.115
59 H 6.8910 -0.2636 3.0439  C12 1.124
60 H 7.8314 -1.5631 2.2595  C12 1.128
61 H 5.3092 -2.4459 1.5536  C13 1.118
62 H 4.9154 -1.6702 3.1655  C13 1.123
63 H 7.3020 -3.5951 2.9052  C14 1.124
64 H 6.3442 -3.1596 4.3764  C14 1.119
65 H 5.7038 -5.0641 1.9894  C15 1.125
66 H 5.4768 -5.4176 3.7785  C15 1.123
67 H 3.3458 -5.3156 2.5666  C16 1.124
68 H 3.5899 -3.6247 1.9979  C16 1.118
69 H 2.5920 -4.7425 4.6472  C17 1.117
70 H 2.4151 -3.0776 3.9171  C17 1.119
71 H 3.8872 -3.4506 4.9089  C17 1.121
72 H 3.1683 -0.3002 -4.6439  C21 1.122
73 H 3.0875 -0.8678 -2.9497  C21 1.115
74 H 0.9303 -0.0109 -4.7829  C22 1.125
75 H 1.0062 1.3193 -3.5715  C22 1.119
76 H -0.7210 -0.4654 -2.9873  C23 1.125
77 H 0.5339 -0.2241 -1.7366  C23 1.119
78 H 0.7055 -2.0857 -5.0652  C25 1.115
79 H 1.1330 -5.8009 -5.6821  C27 1.114
80 H 0.8960 -4.1417 -6.4727  C27 1.118
81 H 2.5623 -4.7080 -6.0165  C27 1.123
82 H 0.4602 -1.2755 -0.1304  C31 1.117
83 H 1.7336 -2.4005 0.4651  C31 1.116
84 H -1.0245 -2.4475 1.1392  C32 1.127
85 H 0.0696 -3.8430 1.3656  C32 1.118
86 H -1.0017 -3.7094 -0.1357  C32 1.113
87 H 1.6735 -7.4106 -1.2613  N35 1.023
88 C -5.2665 -0.5754 4.7307  C89 1.516, H91 1.092, H92 1.089, H93 1.094
89 C -4.6310 -0.5158 3.3551  C88 1.516, O90 1.427, H94 1.090, H95 1.095
90 O -3.3261 -1.0922 3.3925  C89 1.427, H96 0.964
91 H -4.6519 -0.0422 5.4597  C88 1.092
92 H -6.2620 -0.1333 4.7194  C88 1.089
93 H -5.3449 -1.6109 5.0753  C88 1.094
94 H -4.5337 0.5176 3.0238  C89 1.090
95 H -5.2361 -1.0584 2.6206  C89 1.095
96 H -3.4238 -2.0078 3.6790  O90 0.964
97 C -0.6049 2.3021 6.4276  C98 1.517, H100 1.092, H101 1.092, H102 1.094
98 C -0.6575 1.7298 5.0238  C97 1.517, O99 1.426, H103 1.090, H104 1.095
99 O 0.2919 2.3863 4.1865  C98 1.426, H105 0.964
100 H -0.8129 3.3740 6.4113  C97 1.092
101 H -1.3327 1.8116 7.0774  C97 1.092
102 H 0.3918 2.1764 6.8595  C97 1.094
103 H -1.6459 1.8760 4.5873  C98 1.090
104 H -0.4390 0.6573 5.0302  C98 1.095
105 H 1.1651 2.2465 4.5703  O99 0.964
106 C 2.2650 7.2226 -1.4685  C107 1.517, H109 1.092, H110 1.092, H111 1.093
107 C 3.7485 7.0451 -1.2062  C106 1.517, O108 1.423, H112 1.092, H113 1.094
108 O 4.1020 5.6683 -1.2804  C107 1.423, H114 0.965
109 H 1.6777 6.6551 -0.7430  C106 1.092
110 H 1.9798 8.2748 -1.4068  C106 1.092
111 H 2.0004 6.8448 -2.4597  C106 1.093
112 H 4.0054 7.4036 -0.2078  C107 1.092
113 H 4.3437 7.6024 -1.9363  C107 1.094
114 H 3.8821 5.3572 -2.1668  O108 0.965
115 C 5.4898 6.3988 3.3469  C116 1.517, H118 1.092, H119 1.092, H120 1.093
116 C 4.4521 5.3222 3.0929  C115 1.517, O117 1.423, H121 1.091, H122 1.095
117 O 3.2820 5.8846 2.5104  C116 1.423, H123 0.965
118 H 5.0882 7.1676 4.0101  C115 1.092
119 H 6.3890 5.9766 3.8005  C115 1.092
120 H 5.7681 6.8949 2.4131  C115 1.093
121 H 4.1609 4.8440 4.0290  C116 1.091
122 H 4.8466 4.5536 2.4196  C116 1.095
123 H 3.5418 6.2981 1.6780  O117 0.965
124 C -8.9085 2.9391 2.9675  C125 1.517, H127 1.092, H128 1.092, H129 1.093
125 C -7.4183 2.8020 3.2146  C124 1.517, O126 1.423, H130 1.091, H131 1.095
126 O -7.0242 1.4370 3.1321  C125 1.423, H132 0.965
127 H -9.4774 2.3576 3.6955  C124 1.092
128 H -9.2201 3.9840 3.0324  C124 1.092
129 H -9.1684 2.5545 1.9782  C124 1.093
130 H -7.1610 3.1658 4.2100  C125 1.091
131 H -6.8474 3.3769 2.4775  C125 1.095
132 H -7.2452 1.1236 2.2464  O126 0.965
133 C -5.4719 3.4949 -4.2645  C134 1.517, H136 1.092, H137 1.093, H138 1.093
134 C -3.9845 3.3533 -4.0000  C133 1.517, O135 1.424, H139 1.091, H140 1.095
135 O -3.6000 1.9839 -4.0719  C134 1.424, H141 0.964
136 H -6.0467 2.9164 -3.5379  C133 1.092
137 H -5.7807 4.5414 -4.2064  C133 1.093
138 H -5.7279 3.1075 -5.2543  C133 1.093
139 H -3.7354 3.7201 -3.0034  C134 1.091
140 H -3.4023 3.9221 -4.7327  C134 1.095
141 H -3.8144 1.6698 -4.9582  O135 0.964
142 C 0.1519 -1.2119 -7.9340  C143 1.518, H145 1.093, H146 1.093, H147 1.093
143 C -0.9241 -2.2585 -8.1581  C142 1.518, O144 1.423, H148 1.091, H149 1.095
144 O -2.0847 -1.6644 -8.7288  C143 1.423, H150 0.964
145 H -0.2140 -0.4224 -7.2732  C142 1.093
146 H 1.0453 -1.6585 -7.4897  C142 1.093
147 H 0.4309 -0.7346 -8.8770  C142 1.093
148 H -1.2156 -2.7172 -7.2118  C143 1.091
149 H -0.5661 -3.0471 -8.8285  C143 1.095
150 H -1.8267 -1.2690 -9.5693  O144 0.964
151 C -3.4982 -3.5711 -1.8161  C152 1.516, H154 1.092, H155 1.092, H156 1.092
152 C -3.5859 -4.1470 -3.2152  C151 1.516, O153 1.423, H157 1.091, H158 1.095
153 O -2.5929 -3.5682 -4.0543  C152 1.423, H159 0.966
154 H -3.6291 -2.4871 -1.8396  C151 1.092
155 H -4.2612 -4.0042 -1.1655  C151 1.092
156 H -2.5155 -3.7650 -1.3814  C151 1.092
157 H -4.5604 -3.9333 -3.6556  C152 1.091
158 H -3.4448 -5.2330 -3.1988  C152 1.095
159 H -1.7299 -3.7668 -3.6681  O153 0.966
160 C 0.3697 -6.7552 4.5311  C161 1.517, H163 1.092, H164 1.092, H165 1.093
161 C -0.2437 -6.7854 5.9178  C160 1.517, O162 1.424, H166 1.091, H167 1.095
162 O -1.6035 -6.3635 5.8714  C161 1.424, H168 0.964
163 H 0.3172 -5.7487 4.1108  C160 1.092
164 H 1.4148 -7.0711 4.5596  C160 1.092
165 H -0.1780 -7.4136 3.8514  C160 1.093
166 H 0.2914 -6.1112 6.5874  C161 1.091
167 H -0.2029 -7.7951 6.3394  C161 1.095
168 H -2.0759 -6.9672 5.2869  O162 0.964
169 C -8.5863 4.5359 -1.7548  C170 1.515, H172 1.092, H173 1.092, H174 1.093
170 C -8.2074 3.5905 -0.6335  C169 1.515, O171 1.423, H175 1.091, H176 1.095
171 O -6.9678 2.9549 -0.9221  C170 1.423, H177 0.964
172 H -8.6662 3.9943 -2.6995  C169 1.092
173 H -9.5392 5.0279 -1.5490  C169 1.092
174 H -7.8176 5.3018 -1.8887  C169 1.093
175 H -8.9642 2.8138 -0.5162  C170 1.091
176 H -8.1121 4.1265 0.3168  C170 1.095
177 H -6.3021 3.6465 -1.0149  O171 0.964